[1]
{
  "formula": "C7H14N3P",
  "method": "the ωB97M-V functional and the def2-TZVPD basis",
  "lumo_ha": -0.0077,
  "total_energy_ev": -21240.01151,
  "homo_energy_ev": -9.08,
  "de_lowest_kj_mol": 101.8,
  "species": ["C", "P", "N", "N", "N", "H", "H", "C", "C", "C", "C", "C", "C", "H", "H", "H", "H", "H", "H", "H", "H", "H", "H", "H", "H"],
  "coordinates": [[2.283, -0.702, 1.525], [2.834, -0.210, -0.188], [4.391, -0.450, 0.254], [4.687, -0.622, 1.416], [3.452, -0.751, 2.165], [2.713, -1.475, -0.884], [3.522, -0.921, 3.204], [-0.074, 1.735, -1.891], [-0.355, 1.157, -0.716], [-0.246, 1.861, 0.601], [-0.919, -0.249, -0.627], [-2.460, -0.273, -0.454], [-2.917, -1.756, -0.143], [0.265, 2.813, -1.978], [-0.306, 1.083, -2.731], [-1.256, 2.033, 1.072], [0.197, 1.180, 1.303], [0.180, 2.820, 0.584], [-0.484, -0.669, 0.217], [-0.596, -0.753, -1.614], [-2.675, 0.313, 0.523], [-3.091, 0.169, -1.244], [-2.737, -2.418, -1.002], [-2.392, -2.290, 0.736], [-4.017, -1.624, -0.130]]
}

[2]
{
  "formula": "C58H94O30",
  "method": "the ωB97M-V functional and the def2-TZVPD basis",
  "lumo_ha": 0.0043,
  "total_energy_ev": -123090.98073,
  "homo_energy_ev": -9.38,
  "species": ["C", "O", "C", "O", "O", "C", "H", "H", "H", "H", "H", "H", "C", "O", "C", "O", "O", "C", "H", "H", "H", "H", "H", "H", "C", "C", "C", "O", "C", "H", "H", "H", "H", "H", "H", "H", "H", "C", "C", "C", "O", "C", "H", "H", "H", "H", "H", "H", "H", "H", "O", "C", "O", "C", "C", "C", "H", "H", "H", "H", "H", "H", "O", "C", "O", "C", "C", "C", "H", "H", "H", "H", "H", "H", "O", "C", "O", "C", "C", "C", "H", "H", "H", "H", "H", "H", "O", "C", "O", "C", "C", "C", "H", "H", "H", "H", "H", "H", "O", "C", "O", "C", "C", "C", "H", "H", "H", "H", "H", "H", "O", "C", "O", "C", "C", "C", "H", "H", "H", "H", "H", "H", "O", "C", "O", "C", "C", "C", "H", "H", "H", "H", "H", "H", "O", "C", "O", "C", "C", "C", "H", "H", "H", "H", "H", "H", "O", "C", "O", "C", "C", "C", "H", "H", "H", "H", "H", "H", "O", "C", "O", "C", "C", "C", "H", "H", "H", "H", "H", "H", "O", "C", "O", "C", "C", "C", "H", "H", "H", "H", "H", "H"],
  "coordinates": [[2.251, 0.503, 0.690], [1.381, -0.533, 0.073], [0.133, -0.141, -0.176], [-0.384, 0.928, 0.198], [-0.565, -1.181, -0.684], [-1.994, -1.234, -0.568], [3.188, 0.461, 0.135], [2.399, 0.306, 1.752], [2.086, 1.560, 0.482], [-2.289, -1.443, 0.461], [-2.232, -2.228, -0.946], [-2.478, -0.334, -0.949], [-6.466, -4.913, 5.088], [-5.449, -4.144, 4.454], [-4.976, -4.587, 3.245], [-5.369, -5.559, 2.540], [-3.981, -3.692, 2.996], [-3.365, -3.574, 1.797], [-6.417, -4.887, 6.177], [-6.455, -5.949, 4.748], [-7.427, -4.496, 4.787], [-2.976, -4.514, 1.404], [-2.612, -2.789, 1.723], [-4.123, -3.231, 1.093], [-1.001, 0.530, 4.285], [-2.115, 1.136, 5.225], [-2.902, -0.068, 5.634], [-2.299, -1.228, 5.035], [-0.959, -0.978, 4.587], [-0.034, 0.982, 4.507], [-1.374, 0.643, 3.267], [-2.629, 2.005, 4.813], [-1.611, 1.549, 6.099], [-3.916, 0.064, 5.254], [-2.914, -0.069, 6.723], [-0.781, -1.689, 3.780], [-0.279, -1.189, 5.413], [-0.762, 0.501, -3.958], [-1.304, 1.580, -4.834], [-1.123, 0.895, -6.244], [-0.108, -0.098, -6.030], [0.464, -0.003, -4.743], [-1.362, -0.403, -3.855], [-0.506, 0.730, -2.924], [-0.657, 2.451, -4.729], [-2.364, 1.804, -4.719], [-0.812, 1.689, -6.923], [-2.113, 0.508, -6.487], [1.326, 0.664, -4.721], [0.631, -0.957, -4.243], [-7.457, 0.493, 0.086], [-6.610, 0.300, 0.936], [-6.814, 0.223, 2.181], [-5.681, -0.251, 2.835], [-4.549, -0.003, 1.871], [-5.273, -0.180, 0.573], [-5.937, -1.293, 3.023], [-5.614, 0.333, 3.753], [-3.717, -0.663, 2.114], [-4.177, 1.005, 2.056], [-5.294, -1.183, 0.147], [-4.756, 0.456, -0.145], [2.991, 4.768, 1.113], [1.938, 4.491, 0.413], [2.170, 4.175, -0.911], [1.014, 3.726, -1.568], [-0.111, 4.326, -0.734], [0.429, 4.315, 0.724], [0.978, 2.645, -1.707], [0.971, 4.222, -2.538], [-1.005, 3.703, -0.709], [-0.290, 5.390, -0.887], [0.156, 3.348, 1.145], [0.177, 5.101, 1.436], [-5.223, -3.097, -1.334], [-4.659, -3.286, -2.403], [-4.179, -2.230, -3.003], [-3.203, -2.509, -3.956], [-3.505, -4.017, -4.312], [-4.256, -4.568, -3.084], [-2.206, -2.544, -3.517], [-3.147, -1.825, -4.803], [-2.649, -4.634, -4.587], [-4.132, -4.052, -5.204], [-3.537, -5.016, -2.399], [-5.030, -5.299, -3.316], [-0.614, -4.404, -0.999], [0.366, -4.595, -0.297], [1.221, -5.495, -0.560], [2.363, -5.504, 0.324], [2.165, -4.360, 1.299], [0.767, -3.810, 0.996], [3.225, -5.241, -0.291], [2.479, -6.387, 0.952], [2.883, -3.575, 1.063], [2.292, -4.728, 2.317], [0.738, -2.722, 1.053], [0.085, -4.002, 1.825], [6.548, 0.203, 4.856], [5.298, 0.184, 4.820], [4.484, 0.273, 5.931], [3.119, 0.187, 5.674], [3.053, 0.426, 4.185], [4.376, 0.018, 3.571], [2.608, 0.947, 6.265], [2.701, -0.764, 6.005], [2.784, 1.442, 3.895], [2.233, -0.172, 3.787], [4.753, 0.730, 2.837], [4.588, -1.021, 3.315], [4.520, 0.265, -4.200], [4.637, 1.329, -3.649], [5.053, 2.397, -4.312], [5.180, 3.475, -3.385], [5.403, 2.834, -2.028], [4.503, 1.591, -2.160], [4.374, 4.209, -3.355], [6.032, 4.117, -3.611], [5.106, 3.433, -1.167], [6.456, 2.582, -1.907], [3.499, 1.887, -1.855], [4.866, 0.787, -1.519], [1.019, -4.815, -5.936], [1.804, -4.229, -5.174], [2.952, -3.731, -5.634], [3.573, -2.905, -4.602], [3.003, -3.515, -3.305], [1.613, -4.026, -3.701], [3.328, -1.843, -4.620], [4.620, -3.179, -4.475], [2.950, -2.677, -2.611], [3.615, -4.334, -2.926], [0.873, -3.238, -3.564], [1.240, -4.887, -3.147], [4.729, -2.060, -0.791], [5.802, -1.807, -0.268], [6.175, -2.419, 0.901], [7.530, -2.089, 1.328], [7.976, -0.981, 0.466], [6.939, -0.895, -0.625], [8.193, -2.952, 1.275], [7.587, -1.774, 2.370], [8.967, -1.160, 0.050], [7.957, -0.053, 1.038], [7.417, -1.055, -1.592], [6.742, 0.177, -0.639], [-7.077, 5.870, 1.553], [-6.007, 5.302, 1.579], [-4.993, 5.576, 2.510], [-3.722, 5.179, 2.044], [-4.017, 4.155, 0.894], [-5.482, 4.402, 0.527], [-3.039, 4.806, 2.807], [-3.396, 6.163, 1.708], [-3.949, 3.249, 1.496], [-3.421, 4.200, -0.017], [-5.986, 3.438, 0.603], [-5.737, 4.668, -0.499], [-4.550, 2.417, -1.844], [-5.579, 2.349, -2.471], [-6.524, 3.285, -2.278], [-7.700, 2.899, -2.955], [-7.559, 1.332, -3.196], [-6.067, 1.120, -3.156], [-7.713, 3.351, -3.947], [-8.556, 3.161, -2.333], [-8.129, 1.110, -4.098], [-8.112, 0.666, -2.534], [-5.593, 0.855, -4.101], [-5.783, 0.250, -2.564], [5.640, 1.813, 0.949], [6.511, 2.642, 1.291], [7.099, 3.427, 0.466], [8.285, 4.152, 1.055], [7.937, 4.158, 2.497], [7.081, 2.924, 2.691], [8.257, 5.201, 0.763], [9.217, 3.642, 0.810], [7.264, 4.989, 2.708], [8.694, 4.443, 3.229], [6.236, 3.008, 3.374], [7.532, 1.960, 2.925]]
}

[3]
{
  "formula": "C7H12",
  "method": "the ωB97M-V functional and the def2-TZVPD basis",
  "lumo_ha": 0.0379,
  "total_energy_ev": -7452.04782,
  "homo_energy_ev": -8.53,
  "de_lowest_kj_mol": 133.5,
  "species": ["C", "C", "C", "C", "C", "C", "C", "H", "H", "H", "H", "H", "H", "H", "H", "H", "H", "H", "H"],
  "coordinates": [[1.415, 1.222, -1.104], [1.123, 0.134, -0.404], [2.168, -0.807, 0.151], [-0.300, -0.155, -0.077], [-0.834, -1.529, -0.409], [-0.952, 0.708, 0.719], [-2.438, 0.746, 0.956], [0.714, 1.867, -1.611], [2.446, 1.368, -1.427], [2.686, -0.257, 0.942], [2.870, -1.127, -0.614], [1.710, -1.649, 0.665], [-1.924, -1.448, -0.418], [-0.607, -2.287, 0.338], [-0.533, -1.847, -1.408], [-0.387, 1.317, 1.418], [-2.935, 0.213, 0.157], [-2.809, 1.771, 0.903], [-2.680, 0.416, 1.968]]
}

[4]
{
  "formula": "C8H8FNO2S",
  "method": "the ωB97M-V functional and the def2-TZVPD basis",
  "lumo_ha": [0.0169, -0.1077],
  "total_energy_ev": -27556.83308,
  "s_squared": 2.04,
  "homo_energy_ev": [-6.75, -10.25],
  "multiplicity": 3,
  "species": ["C", "C", "C", "C", "C", "C", "C", "C", "N", "O", "O", "F", "S", "H", "H", "H", "H", "H", "H", "H", "H"],
  "coordinates": [[3.249, -1.023, 0.223], [1.012, 1.914, -0.731], [-0.068, 2.101, 0.080], [1.947, 0.817, -0.802], [-0.721, 1.327, 1.052], [2.285, 0.046, 0.235], [-0.984, 0.013, 0.947], [-2.592, -1.843, -0.079], [4.054, -1.832, 0.206], [0.093, -1.763, -0.459], [-1.367, -0.335, -1.751], [-1.315, -0.776, 1.967], [-1.102, -0.998, -0.513], [1.261, 2.498, -1.598], [-0.395, 3.085, 0.121], [2.486, 0.789, -1.734], [-0.914, 1.901, 1.875], [1.751, 0.101, 1.113], [-2.720, -2.320, -1.009], [-2.684, -2.674, 0.761], [-3.276, -1.027, 0.097]]
}

[5]
{
  "formula": "C3H6N2",
  "method": "the ωB97M-V functional and the def2-TZVPD basis",
  "lumo_ha": 0.0349,
  "total_energy_ev": -6185.56903,
  "homo_energy_ev": -9.29,
  "de_lowest_kj_mol": 287.1,
  "species": ["H", "N", "N", "C", "C", "C", "H", "H", "H", "H", "H"],
  "coordinates": [[0.506, 2.692, -1.661], [-0.177, 1.961, -1.408], [0.363, 1.160, -0.562], [-0.421, 0.026, -0.221], [0.235, -1.284, 0.109], [-0.116, -0.426, 1.173], [-1.466, -0.072, -0.609], [1.349, -1.358, -0.049], [-0.325, -2.037, -0.300], [-0.752, -0.638, 1.992], [0.803, -0.023, 1.536]]
}

[6]
{
  "formula": "CH3IOS2",
  "method": "the ωB97M-V functional and the def2-TZVPD basis",
  "lumo_ha": -0.0276,
  "total_energy_ev": -32903.68460,
  "homo_energy_ev": -8.79,
  "de_lowest_kj_mol": 13.0,
  "species": ["O", "C", "S", "S", "I", "H", "H", "H"],
  "coordinates": [[1.003, 0.153, 1.015], [0.981, -0.089, -0.342], [-0.349, -1.334, -0.625], [-1.785, -0.638, 0.502], [-3.656, 0.582, -0.322], [0.986, 1.122, 1.256], [1.850, -0.697, -0.660], [0.970, 0.900, -0.824]]
}